[1]
Computed, not measured: a cluster of 8 separate species, C17H53N13O8 in total at a distorted geometry, with ωB97M-V/def2-TZVPD.

```
91
Properties=species:S:1:pos:R:3:forces:R:3:mulliken_spin:R:1
C 1.8752 3.4003 1.0155 2.4 -2.8 -3.2 0.474
O 2.5968 2.8457 0.1640 -1.2 -1.1 0.1 -0.279
N 0.7684 3.0149 1.5637 -3.3 -2.3 0.8 -0.123
N 2.3041 4.4940 1.4751 2.3 6.7 2.4 -0.023
H 0.5587 2.0292 1.4963 -0.7 -0.3 -0.1 0.038
H 0.2606 3.5891 2.2214 0.3 -0.3 -0.1 -0.005
H 3.0948 4.9250 1.0178 -0.2 -0.1 0.2 0.009
H 1.7872 5.0185 2.1664 0.4 0.0 -0.2 -0.031
C -0.4761 -0.4150 0.3250 0.3 0.6 -0.2 0.433
O -0.3516 0.4100 1.2329 -0.1 0.8 1.4 -0.087
N -1.6051 -0.5778 -0.3293 -2.0 -0.7 -0.7 -0.009
N 0.5131 -1.1492 -0.1270 2.5 -1.1 0.1 -0.251
H -1.5989 -1.2507 -1.0825 -0.1 0.0 0.0 0.025
H -2.3994 0.0252 -0.1689 0.2 0.3 -0.2 -0.017
H 0.4269 -1.8267 -0.8711 -0.4 0.3 0.1 0.073
H 1.4049 -1.1566 0.3470 0.0 0.1 0.1 0.029
C -2.9294 1.0124 3.9492 -0.9 -1.2 1.2 0.030
O -3.6546 0.9799 4.9173 -0.9 0.4 1.6 -0.008
N -2.6707 -0.0975 3.2619 0.7 -0.4 -1.7 0.008
N -2.3034 2.1315 3.5669 0.9 1.6 -0.8 0.015
H -2.1147 0.0756 2.4367 0.4 -0.9 -0.2 -0.002
H -3.1672 -0.9616 3.4266 0.1 0.5 0.0 -0.001
H -1.9452 2.2453 2.6294 0.3 -0.1 0.3 -0.007
H -2.2095 2.8522 4.2682 -0.2 -0.1 -0.5 -0.010
C 2.0932 -4.7684 -1.4122 2.1 -0.9 -1.0 0.793
O 1.5610 -5.7987 -1.7317 -1.2 -2.3 -1.3 -0.080
N 3.2185 -4.3052 -1.9772 1.2 -0.5 -1.4 0.104
N 1.7044 -4.1048 -0.3860 -2.4 2.3 3.7 -0.395
H 3.5147 -3.3401 -2.0080 0.0 -0.1 0.1 -0.193
H 3.6103 -4.9871 -2.6109 0.1 0.6 -0.3 -0.202
H 2.3053 -3.4444 0.0861 0.2 0.3 0.1 0.035
H 0.9825 -4.5795 0.1371 0.1 0.3 0.1 -0.038
C 4.0126 -1.3535 -0.2271 -1.7 2.6 1.0 3.910
O 3.3947 -1.9771 0.6145 -0.9 -1.6 1.6 -1.048
N 3.7752 -0.0908 -0.4791 -1.7 2.6 0.3 -1.020
N 4.9965 -1.7311 -0.9521 3.7 -3.7 -1.2 0.191
H 3.0503 0.3735 0.0491 0.1 0.5 -0.5 0.087
H 4.3610 0.3821 -1.1524 -0.4 0.4 0.3 -0.172
H 5.0525 -1.4109 -1.9084 0.6 0.0 -0.5 -0.896
H 5.5158 -2.4842 -0.5241 0.2 -0.4 -1.0 -0.406
C 1.8163 -0.7455 3.5907 -1.4 1.0 -0.9 -0.033
C 2.4104 0.0925 4.6813 0.1 0.4 0.3 0.022
C 1.9132 1.5730 4.7548 -0.4 -1.7 -0.5 -0.092
O 2.5890 2.3711 5.6725 0.4 0.6 2.0 -0.017
C 2.1896 2.2642 7.0578 0.3 -0.2 -0.2 0.008
N 2.2452 -0.6988 5.9201 0.4 0.8 -0.1 -0.002
H 0.7283 -0.7543 3.6568 -0.2 -0.4 0.5 0.004
H 2.1893 -1.7697 3.5834 0.2 0.2 -0.2 0.033
H 1.9030 -0.2327 2.6328 0.7 -0.4 -0.3 -0.033
H 3.4662 0.1974 4.4317 0.4 0.1 0.1 0.023
H 0.8428 1.6527 4.9445 -0.3 -0.3 -0.1 0.000
H 2.1345 1.9742 3.7658 -0.1 0.2 0.0 0.060
H 2.6312 3.0646 7.6515 0.2 0.3 -0.5 0.003
H 2.5249 1.3533 7.5537 0.2 -0.2 -0.3 -0.002
H 1.1197 2.2882 7.2645 -0.3 0.1 -0.7 -0.001
H 2.7797 -0.2126 6.6257 0.0 -0.1 0.4 0.001
H 2.8154 -1.5051 5.7082 -0.1 -0.6 0.3 -0.005
C -0.1741 -3.6365 -4.4251 0.5 1.3 0.2 0.058
C -0.8261 -2.6219 -3.4780 0.1 1.2 -1.6 0.400
C -2.2577 -2.2546 -3.7758 0.3 -1.8 -0.9 0.013
O -2.2453 -1.5726 -5.0095 -1.6 1.1 -0.9 -0.117
C -3.5609 -1.1230 -5.5152 1.7 0.0 0.6 0.011
N -0.6981 -2.8705 -2.1124 -0.2 -1.6 2.7 -0.346
H -0.0712 -3.1371 -5.3885 -0.1 -0.3 -0.2 -0.085
H -0.6146 -4.6261 -4.5465 -0.2 0.1 0.3 0.062
H 0.8350 -3.7011 -4.0180 0.2 -0.6 -0.3 -0.071
H -0.3052 -1.6660 -3.5335 0.5 0.1 -1.0 0.042
H -2.6991 -1.8353 -2.8716 -0.3 1.0 -0.3 0.046
H -2.7329 -3.2252 -3.9180 -0.7 -0.2 0.0 0.011
H -3.9381 -0.4866 -4.7147 -0.9 -0.4 -0.1 0.002
H -4.1755 -1.9210 -5.9317 -0.2 -0.4 0.9 0.002
H -3.4646 -0.4814 -6.3911 0.9 0.2 0.1 0.004
H -1.3853 -3.5112 -1.7420 -0.6 -0.2 -0.1 -0.013
H 0.1374 -3.3963 -1.8990 0.5 0.1 -0.1 0.056
C -1.9078 3.2655 -1.2693 -0.5 -0.3 -0.4 -0.034
C -3.2128 2.5674 -1.6052 -1.3 0.7 -1.0 0.008
C -3.2837 2.1102 -3.0303 0.5 -0.6 -1.0 -0.046
O -3.3020 3.1756 -3.9851 0.9 -0.7 0.2 -0.026
C -2.6918 2.8072 -5.2584 -2.1 0.4 0.9 0.039
N -3.5266 1.5074 -0.6907 0.5 -0.8 2.2 -0.018
H -1.0366 2.6128 -1.3240 -0.1 -0.2 0.0 0.009
H -1.9661 3.6612 -0.2554 0.2 0.4 -0.1 -0.007
H -1.8357 4.0116 -2.0606 0.4 0.5 0.4 0.010
H -4.0749 3.1941 -1.3771 0.3 1.4 -1.1 0.021
H -4.1203 1.4304 -3.1921 -0.7 0.2 0.1 0.006
H -2.4448 1.4363 -3.2039 0.6 0.1 -0.1 0.059
H -1.6179 2.6223 -5.2319 0.0 0.3 0.1 -0.011
H -3.0640 3.6215 -5.8800 0.9 0.1 -0.3 -0.013
H -3.2234 1.9306 -5.6285 0.2 -0.4 -0.1 0.015
H -3.6932 2.1388 0.0798 0.3 -0.8 1.4 0.004
H -4.4345 1.0669 -0.7327 -0.3 0.0 -1.1 -0.007
```
Positions in Å, forces in eV/Å.

The relative energy (zero: lowest compared OMol25 entry of this formula, charge and spin) comes out at 0.000 eV. Its total charge is -1. The HOMO-LUMO gap (spin up / spin down) comes out at 0.063 / 0.326 Ha. The value obtained for the lowest unoccupied orbital energy (spin up / spin down) is 2.14 / 2.09 eV. Its spin multiplicity is 2.



[2]
Computed, not measured: a cluster of 2 separate species, C2H2BrN in total at a distorted geometry, with ωB97M-V/def2-TZVPD.

```
6
Properties=species:S:1:pos:R:3:forces:R:3:nbo_charge:R:1
C -1.7047 -0.4668 0.0671 0.3 -0.3 0.7 0.097
C 1.7554 1.0058 -0.2697 1.0 1.9 -0.7 -0.270
N -1.2349 0.5456 0.3014 -0.2 0.7 -0.2 -0.329
Br 2.3725 -0.6577 -0.4336 0.0 -1.2 0.1 0.138
H -1.9989 -1.4782 0.1103 -0.4 -0.5 -0.4 0.232
H 0.8105 1.0515 0.2244 -0.7 -0.6 0.5 0.132
```
Positions in Å, forces in eV/Å.

The relative energy (zero: lowest compared OMol25 entry of this formula, charge and spin) comes out at 4.128 eV. Its total charge is 0. The HOMO-LUMO gap (spin up / spin down) comes out at 0.292 / 0.292 Ha. The value obtained for the lowest unoccupied orbital energy (spin up / spin down) is -0.56 / -0.55 eV.



[3]
Computed, not measured: a structure of composition C20H51F3MnN4O8S at a distorted geometry, with ωB97M-V/def2-TZVPD.

```
88
Properties=species:S:1:pos:R:3:forces:R:3:mulliken_spin:R:1
Mn -10.5691 -0.6884 15.6033 1.3 -1.8 1.8 4.752
C -10.4931 -2.4772 19.4379 0.3 0.8 1.4 -0.001
C -10.2387 -2.8697 18.0092 0.6 0.7 -0.4 0.000
C -11.4015 -3.5461 17.3450 -1.1 0.1 -0.1 0.029
O -9.6702 -1.8054 17.2573 -0.9 -0.6 0.0 0.073
H -10.9645 -1.5109 19.6174 -0.6 0.1 -0.5 -0.001
H -9.5564 -2.2924 19.9639 0.5 -0.3 -0.2 -0.001
H -11.0001 -3.2144 20.0604 -0.2 -0.2 -0.2 -0.001
H -9.5841 -3.7334 18.1257 1.1 0.0 -0.2 0.004
H -11.6947 -4.4464 17.8849 0.3 -0.4 -0.1 0.000
H -11.1247 -3.7693 16.3146 -0.2 -0.2 0.0 -0.002
H -12.3266 -2.9699 17.3600 0.0 0.5 -0.3 -0.005
C -10.1011 1.7430 11.6808 -1.6 -1.4 0.6 0.006
F -9.8975 2.8667 12.3101 0.8 1.1 1.2 0.000
F -10.4078 2.0469 10.4636 -1.7 0.6 -1.9 0.001
F -9.0446 1.0017 11.5409 2.5 -0.8 0.9 0.000
S -11.3878 0.6660 12.5801 -0.7 -1.7 -1.7 -0.001
O -12.6433 1.3817 12.3600 1.4 -0.6 0.9 0.003
O -11.2386 -0.6052 11.7928 -0.4 2.1 1.3 0.003
O -10.9478 0.4549 13.9949 -0.8 2.3 -3.1 -0.178
C -12.5892 2.0670 18.1420 -2.0 -1.0 0.2 0.004
C -12.1021 0.7623 17.5422 0.6 0.2 -1.2 0.063
C -13.2219 0.0659 16.6338 1.4 -0.2 -0.5 0.008
O -12.6365 -0.8928 15.6790 -1.8 -0.4 0.8 0.025
C -13.6212 -1.6815 14.9435 0.3 0.7 -0.1 0.013
N -10.8812 1.1270 16.7677 -1.0 -0.6 -0.2 0.051
H -11.8906 2.4872 18.8656 -0.2 0.0 -0.1 0.000
H -13.5546 1.8155 18.5812 0.0 0.3 0.9 0.000
H -12.9197 2.7698 17.3772 0.7 0.1 -0.1 -0.002
H -11.7367 0.0546 18.2864 -0.4 -0.1 0.1 -0.033
H -13.7202 0.7487 15.9457 -0.3 0.6 0.6 -0.003
H -13.9123 -0.4663 17.2882 -0.2 0.1 0.0 0.000
H -14.3692 -1.0691 14.4400 0.1 0.6 0.2 0.002
H -14.1900 -2.3719 15.5663 0.5 -0.2 0.3 0.003
H -13.1068 -2.1763 14.1196 0.2 -0.2 0.5 -0.001
H -10.1606 1.4550 17.3948 0.2 -0.5 0.1 0.013
H -11.1436 1.9607 16.2615 0.2 0.2 -0.5 0.018
C -5.2057 -0.6433 19.2729 0.7 0.6 1.4 0.000
C -6.0041 -0.6562 18.0318 -0.8 0.7 -0.4 -0.001
C -6.1082 -1.9977 17.3856 1.6 -0.3 -0.2 0.000
O -4.6877 -2.3707 17.1270 -3.7 1.4 1.0 0.000
C -4.5258 -3.5661 16.4743 2.2 -0.3 -0.1 0.000
N -7.3433 -0.1025 18.3441 0.9 0.0 -0.7 -0.002
H -4.1373 -0.7949 19.1193 -0.2 -0.4 0.2 0.000
H -5.6526 -1.2363 20.0708 0.3 -0.9 -0.2 0.000
H -5.3128 0.3297 19.7523 0.2 0.6 -0.3 0.000
H -5.4543 -0.0961 17.2754 -0.2 0.8 0.0 0.000
H -6.6360 -1.9363 16.4339 -0.1 -0.1 -0.1 0.001
H -6.6502 -2.6649 18.0558 0.3 -0.6 0.0 0.000
H -4.7811 -3.6139 15.4157 -0.6 0.3 -0.1 0.000
H -4.8755 -4.4578 16.9945 -0.2 0.0 0.2 0.000
H -3.4399 -3.4896 16.5293 0.4 -1.5 -0.6 0.000
H -8.0165 -0.7943 18.0470 -1.0 0.0 0.0 0.011
H -7.3985 0.0235 19.3447 -0.3 -0.1 0.0 0.000
C -8.9506 -3.4979 12.5164 -0.3 0.1 0.8 0.000
C -9.1476 -2.7478 13.8820 -0.6 0.4 -1.4 -0.001
C -8.2371 -1.5511 13.8784 0.6 0.9 0.8 0.020
O -8.6080 -0.5058 14.8629 0.2 -1.1 -1.5 0.019
C -7.9525 0.7410 14.6640 1.2 0.1 0.6 0.020
N -10.5397 -2.3029 13.9402 -0.5 -1.3 0.0 0.093
H -9.6791 -4.2936 12.3607 0.2 -0.6 0.8 -0.001
H -7.9382 -3.8898 12.4180 -0.1 0.1 -0.4 0.001
H -9.2995 -2.8659 11.6997 0.8 0.6 -0.1 -0.001
H -9.0263 -3.3801 14.7615 0.5 0.0 -0.1 -0.006
H -8.2221 -1.0548 12.9080 -0.1 -0.1 -0.1 -0.002
H -7.2534 -1.9595 14.1098 0.4 0.5 0.0 0.003
H -7.0659 0.6277 15.2877 0.4 0.6 -0.2 0.010
H -8.4892 1.6221 15.0159 -0.6 -0.6 0.4 -0.010
H -7.6695 1.0026 13.6444 -0.1 -0.7 -0.3 -0.001
H -10.8135 -1.8068 13.1041 0.5 1.0 -0.5 0.000
H -10.9501 -3.1808 13.6556 -1.1 -0.5 0.9 0.008
C -7.4356 4.4601 15.5895 -0.3 0.1 -1.2 0.000
C -8.8436 4.3171 16.1253 0.4 2.5 0.9 -0.001
C -10.0634 4.2895 15.1913 1.7 -0.7 0.2 -0.001
O -11.2980 4.1170 15.9761 1.9 0.6 -1.2 0.000
C -12.4122 4.2427 15.1276 -0.3 -0.8 -1.1 0.000
N -8.8817 3.1709 16.9652 -1.7 -1.1 0.2 -0.001
H -7.2793 3.6784 14.8461 0.7 -0.4 0.4 0.000
H -6.8045 4.4676 16.4781 0.3 -0.6 -0.3 0.000
H -7.1654 5.3710 15.0554 -0.6 0.3 0.1 0.000
H -8.9471 5.2287 16.7137 -0.4 0.4 0.4 0.000
H -9.7451 3.5075 14.5020 -1.3 -1.1 0.1 0.000
H -9.9893 5.1114 14.4793 -0.9 0.9 0.6 0.000
H -13.3519 3.9962 15.6219 0.2 0.4 0.5 0.000
H -12.3361 3.4964 14.3368 0.0 -0.2 -0.3 0.000
H -12.4696 5.1983 14.6064 0.0 0.3 0.4 0.000
H -8.2134 2.9372 17.6855 0.5 0.7 -0.3 0.000
H -9.7968 3.2840 17.3775 0.0 -0.5 0.7 0.000
```
Positions in Å, forces in eV/Å.

Its total charge is 0. The HOMO-LUMO gap (spin up / spin down) comes out at 0.292 / 0.312 Ha. The value obtained for the lowest unoccupied orbital energy (spin up / spin down) is 0.53 / 0.52 eV. Its spin multiplicity is 6.



no.,E_tot (hartree)
1,-1993.2896
2,-2706.0012
3,-3462.2671